The following is a DFT calculation (wB97M-V/def2-TZVPD) of the ion C8H10N3OS with charge +1 in a non-equilibrium geometry.

```
23
Properties=species:S:1:pos:R:3:forces:R:3
S -2.59053 -2.11361 1.41867 1.452 0.420 -0.479
O 0.39961 2.56078 -1.43219 -0.095 -2.402 1.221
N -0.09557 -0.58570 0.20949 -1.210 -0.604 -1.129
N -1.26321 1.15775 -0.59592 -0.588 0.464 -1.599
N -4.63634 -0.65018 1.41186 -2.260 -1.086 2.447
C 1.62405 -0.39708 -1.57631 2.319 4.251 0.425
C -2.51397 -0.58295 0.60894 0.160 -0.058 -0.982
C -3.74661 0.02673 0.77077 0.011 2.808 -2.717
C 0.11329 1.51726 -0.88937 -0.539 0.813 -0.687
C -1.34887 -0.06127 -0.06632 1.521 -1.579 3.149
C 1.79669 0.75203 0.77492 -0.158 1.109 2.387
C 0.92000 0.27592 -0.36454 0.958 1.464 -1.180
C -4.13945 -1.74823 1.90242 0.375 -0.435 0.113
H 0.96196 -0.99574 -2.04413 -1.719 -2.501 -1.545
H 2.03211 0.33083 -2.35842 -1.327 -0.174 0.975
H 2.19096 -0.12901 1.31369 0.360 0.329 -0.551
H -4.19755 1.00280 0.35686 1.596 -1.351 0.425
H 0.22501 -1.57424 0.52009 -1.490 2.353 -0.622
H -4.48045 -2.40308 2.66999 -1.239 -0.250 0.147
H -2.06451 1.61925 -1.09764 1.144 -0.507 1.032
H 2.63797 1.47821 0.47256 -1.511 -1.136 0.523
H 1.07507 1.18359 1.64619 1.759 -0.379 -2.201
H 2.60220 -0.73680 -1.34710 0.484 -1.549 0.848
```
Positions in Å, forces in eV/Å.

Computed properties:
E_tot: -25803.5894 eV
HOMO energy: -13.892 eV
net charge: +1
energy relative to the best compared isomer or geometry (same formula, charge and spin): 48.0 kJ/mol

=====

The following is a DFT calculation (wB97M-V/def2-TZVPD) of a structure of composition C8H10N3S in a non-equilibrium geometry.

```
22
Properties=species:S:1:pos:R:3:forces:R:3
S -3.94262 -0.42199 0.13331 2.114 2.438 -0.731
N -2.43935 -0.96272 -0.05887 1.531 0.251 0.493
N -3.49198 1.18469 0.13750 0.153 -0.133 1.266
N -0.14255 -0.27296 -0.18240 -0.351 2.220 -0.785
C 0.55657 0.88818 -0.81189 0.850 0.579 0.901
C -0.03601 -1.32740 -1.15992 3.065 -1.148 0.154
C 2.50499 0.49916 0.50412 -1.930 -1.153 1.648
C -1.56254 0.06137 0.00953 -1.660 -2.354 -0.221
C 1.77315 1.27740 -0.43980 -1.860 -0.464 -0.340
C -2.14713 1.30310 0.19353 -2.793 -1.157 -0.895
C 0.43846 -0.67785 1.13812 -0.050 -2.787 -0.630
C 1.87039 -0.41434 1.28218 3.181 -0.449 -0.195
H -1.69464 2.24911 0.24883 0.444 1.034 0.064
H 2.04377 2.20830 -0.90054 0.947 -0.002 -0.147
H -0.00986 -0.12290 1.88615 -1.535 1.142 1.495
H -0.41987 -1.12720 -2.09078 -0.978 1.455 -2.100
H 0.10464 -1.77561 1.24264 0.741 1.637 0.104
H -0.61582 -2.12165 -0.84687 -0.591 -2.081 0.967
H 2.48903 -1.00746 2.05902 -1.363 1.025 -1.375
H 3.49924 0.71061 0.62795 2.342 0.297 0.451
H 0.16773 1.36288 -1.67418 -1.404 0.000 -0.425
H 1.05441 -1.51272 -1.29761 -0.854 -0.352 0.302
```
Positions in Å, forces in eV/Å.

Computed properties:
E_tot: -23754.1511 eV
HOMO energy: -13.336 eV
net charge: +1
energy relative to the best compared isomer or geometry (same formula, charge and spin): 231.4 kJ/mol

=====

The following is a DFT calculation (wB97M-V/def2-TZVPD) of a cluster of 2 separate species, C8H10N4OS in total in a non-equilibrium geometry.

```
24
Properties=species:S:1:pos:R:3:forces:R:3
S -1.91483 -1.23767 -0.95954 -2.097 0.599 -0.048
O -2.59911 -2.54912 -0.80514 0.526 -0.149 0.085
N -0.73321 3.70691 -0.70158 -0.026 0.246 -0.883
N -0.13570 2.82551 -0.34144 -1.556 2.311 -1.436
N 0.33827 1.98707 0.31880 0.244 0.077 3.502
N -1.49116 0.40520 1.13996 0.521 0.551 1.299
C 1.93280 0.54715 1.26047 -0.468 -1.208 3.233
C 1.17288 0.96908 0.24021 1.713 -2.232 -3.769
C -3.30233 0.06445 -0.99803 0.901 -1.792 0.062
C 2.61043 -0.66076 1.23944 1.361 -0.324 1.572
C 1.31136 0.19138 -0.90563 -1.410 -0.363 -2.769
C 1.98811 -1.03288 -0.96701 -0.757 1.945 -1.086
C -1.20200 -0.70753 0.63246 1.580 -0.332 0.872
C 2.62654 -1.47280 0.13634 1.694 0.236 0.716
H 2.12172 -1.48600 -1.92621 -0.238 -0.440 -0.339
H 1.62618 0.90125 2.22428 0.767 0.878 0.652
H 0.75178 0.48966 -1.84419 0.705 -0.190 1.166
H 3.40372 -2.20422 0.09917 -0.178 -1.005 -0.058
H -3.47800 0.37360 -2.00638 0.179 0.366 -0.462
H -0.84256 0.74714 1.92523 -1.281 -1.107 -1.280
H -0.30521 -1.32573 0.99037 -1.358 0.394 -0.615
H -2.92913 0.75163 -0.30186 0.396 1.751 0.372
H -4.21349 -0.30363 -0.55309 -0.120 -0.788 -0.002
H 3.26292 -0.97968 2.10339 -1.098 0.577 -0.787
```
Positions in Å, forces in eV/Å.

Computed properties:
E_tot: -27295.8464 eV
HOMO energy: -8.944 eV
net charge: 0
energy relative to the best compared isomer or geometry (same formula, charge and spin): 401.9 kJ/mol

=====

The following is a DFT calculation (wB97M-V/def2-TZVPD) of the ion C8H10N5 with charge +1 in a non-equilibrium geometry.

```
23
Properties=species:S:1:pos:R:3:forces:R:3
N -1.67922 -1.64783 0.04352 1.413 -1.037 -0.740
N 0.38099 2.35533 -0.69008 -2.488 0.835 -2.063
N 0.16850 -1.02625 -1.32867 0.387 -1.090 -1.825
N -2.55829 0.55216 0.22792 0.881 0.302 -0.290
N 0.89697 0.58886 0.87369 -0.413 0.663 1.906
C 2.12698 -1.06605 -0.19826 3.798 -1.561 4.967
C 1.44724 -1.09433 -1.36438 -1.755 0.634 -1.057
C -1.48869 0.74772 -0.42959 0.639 -3.630 1.195
C -0.83244 2.02939 -0.89103 0.462 -0.637 1.263
C 1.68872 -0.49957 1.00011 0.210 -1.134 -1.316
C -0.79779 -0.86917 -0.54503 -1.531 3.505 -0.671
C 1.34387 1.68452 0.00312 0.861 1.355 2.288
C -2.68572 -0.82431 0.65581 -1.740 0.014 0.453
H 1.95674 -1.19211 -2.29012 0.116 -0.416 -0.914
H 1.73248 2.50375 0.67467 -0.345 -0.722 -0.025
H 2.25208 1.54436 -0.56013 -0.004 -1.007 -0.519
H 0.38582 0.94715 1.72726 1.171 -0.620 -1.244
H -2.47337 -0.93714 1.70354 -0.497 0.599 0.861
H 1.91425 -0.92522 2.00182 -0.035 0.494 -0.797
H -1.56387 -2.67992 0.25843 -0.158 1.951 -0.534
H -3.70655 -1.19000 0.46018 0.401 0.121 -0.027
H 3.01226 -1.78729 -0.11347 -1.175 1.227 -0.235
H -1.52097 2.78596 -1.21932 -0.195 0.155 -0.675
```
Positions in Å, forces in eV/Å.

Computed properties:
E_tot: -15898.3520 eV
HOMO energy: -12.602 eV
net charge: +1
SMILES: C1=C\N=C2\NCN=C2/C=N\C\[NH+]=C/1
energy relative to the best compared isomer or geometry (same formula, charge and spin): 310.6 kJ/mol